--- a ---
C3H9N2OP | ωB97M-V/def2-TZVPD

Calculated values
- HOMO (eV) = -8.844
- gap between HOMO and LUMO (eV) = 9.500

XYZ file:
```
16
C3H9N2OP (ωB97M-V/def2-TZVPD)
C -2.245 -2.223 0.351
C -1.485 -1.209 0.732
N -1.605 0.088 0.267
C -0.658 1.047 0.527
N -0.952 2.270 -0.004
O 0.335 0.847 1.191
H -3.051 -2.103 -0.353
H -2.079 -3.207 0.744
H -0.666 -1.326 1.427
H -2.364 0.290 -0.365
H -1.694 2.403 -0.663
H -0.243 2.981 0.066
P 3.713 -0.390 0.165
H 4.506 0.554 0.805
H 2.575 0.052 0.819
H 3.488 0.463 -0.905
```

Atom charges from the Löwdin analysis, given in e for atoms 1 to 6: 0.00, -0.20, 0.07, -0.61, 0.16, 0.03



--- b ---
C3H9N2OP | ωB97M-V/def2-TZVPD

Calculated values
- HOMO (spin up / spin down) (eV) = -7.868 / -7.869
- gap between HOMO and LUMO (spin up / spin down) (eV) = 8.114 / 8.115

XYZ file:
```
16
C3H9N2OP (ωB97M-V/def2-TZVPD)
C 0.338 2.552 -0.351
C 0.854 1.338 -0.667
C 1.057 0.381 0.363
N -1.849 -0.769 -0.745
N 0.562 -2.044 1.505
O 1.351 -2.250 -0.873
P 0.916 -1.294 0.046
H 0.078 3.280 -1.046
H 0.081 2.836 0.655
H 1.114 0.962 -1.690
H 1.064 0.794 1.403
H -1.088 -0.258 0.066
H -2.838 -0.778 -0.482
H 0.063 -1.448 2.125
H -0.146 -2.843 1.274
H -1.557 -0.459 -1.583
```

Atom charges from the Löwdin analysis, given in e for atoms 1 to 6: -0.02, -0.32, -0.34, -0.01, -0.10, -0.26



Which of them is most stable? Easy: a.



--- a ---
BrH2NOS2 | ωB97M-V/def2-TZVPD

Calculated values
- HOMO (eV) = -9.765
- gap between HOMO and LUMO (eV) = 9.275

XYZ file:
```
7
BrH2NOS2 (ωB97M-V/def2-TZVPD)
O 0.460 1.727 -0.012
S 0.587 0.368 -0.222
S 2.267 -0.462 0.142
N -0.709 -0.343 0.562
Br -2.453 -0.093 0.121
H 0.415 0.248 -1.523
H -0.567 -1.445 0.932
```

Atom charges from the Löwdin analysis, given in e for atoms 1 to 6: -0.42, 0.12, 0.27, -0.81, 0.68, 0.02



--- b ---
BrH2NOS2 | ωB97M-V/def2-TZVPD

Calculated values
- HOMO (eV) = -9.531
- gap between HOMO and LUMO (eV) = 9.352

XYZ file:
```
7
BrH2NOS2 (ωB97M-V/def2-TZVPD)
N 0.328 -0.247 0.914
O -0.368 -0.653 -1.654
S -1.927 1.192 -0.188
S -0.300 0.281 -0.567
Br 1.863 -1.084 0.615
H -0.338 -0.558 1.843
H 0.743 1.069 -0.963
```

Atom charges from the Löwdin analysis, given in e for atoms 1 to 6: -0.86, -0.47, 0.26, 0.12, 0.71, 0.18



Which of them is most stable? Easy: a.



--- a ---
C3H7N | ωB97M-V/def2-TZVPD

Calculated values
- HOMO (spin up / spin down) (eV) = 1.419 / -4.400
- multiplicity = 2
- gap between HOMO and LUMO (spin up / spin down) (eV) = 3.368 / 9.022
- total charge = -1
- ⟨S²⟩ = 0.75

XYZ file:
```
11
C3H7N (ωB97M-V/def2-TZVPD)
N 0.219 -1.618 0.523
C -0.655 -0.505 0.417
C 0.210 1.370 -1.120
C 0.213 0.766 0.149
H 0.816 -1.555 -0.285
H 0.829 -1.626 1.411
H -1.551 -0.750 -0.245
H -1.042 -0.312 1.568
H 0.727 2.188 -1.623
H -0.480 0.828 -1.791
H 0.715 1.214 0.993
```

Atom charges from the Löwdin analysis, given in e for atoms 1 to 6: -0.14, -0.49, -0.17, -0.36, 0.01, 0.01



--- b ---
C3H7N | ωB97M-V/def2-TZVPD

Calculated values
- HOMO (spin up / spin down) (eV) = 1.527 / -4.672
- multiplicity = 2
- gap between HOMO and LUMO (spin up / spin down) (eV) = 2.892 / 8.970
- total charge = -1
- ⟨S²⟩ = 0.75

XYZ file:
```
11
C3H7N (ωB97M-V/def2-TZVPD)
N 0.728 1.084 1.123
C -0.167 0.807 0.022
C -0.237 -1.472 -1.237
C -0.382 -0.686 -0.124
H 1.012 2.023 1.226
H 0.341 0.720 2.030
H -1.153 1.267 0.195
H 0.304 1.168 -0.855
H -0.555 -2.519 -1.147
H 0.228 -1.086 -2.158
H -0.563 -1.057 0.889
```

Atom charges from the Löwdin analysis, given in e for atoms 1 to 6: -0.11, -0.60, -0.09, -0.28, -0.07, 0.00



Which of them is most stable? Easy: b.



--- a ---
C28H21Br4CaClN4O8S3Se | ωB97M-V/def2-TZVPD

Calculated values
- HOMO (eV) = -1.485
- gap between HOMO and LUMO (eV) = 4.486
- total charge = -2

XYZ file:
```
71
C28H21Br4CaClN4O8S3Se (ωB97M-V/def2-TZVPD)
Ca 0.438 -1.370 0.432
O -3.164 -1.559 2.615
Cl -1.823 -2.002 2.335
O -1.308 -2.787 3.406
O -0.971 -0.776 2.146
O -1.770 -2.711 1.064
O -1.400 -0.676 -0.940
S -2.596 -0.629 -1.818
C -2.197 0.620 -3.084
C -1.152 1.628 -2.598
C 0.280 1.226 -2.956
C 1.317 2.209 -2.420
S 1.776 1.838 -0.686
O 0.953 0.627 -0.319
C 0.826 3.159 0.098
C 1.231 4.479 -0.055
C 0.548 5.488 0.609
C -0.527 5.174 1.433
C -0.898 3.849 1.609
C -0.212 2.833 0.955
C -3.802 0.335 -0.909
C -5.050 0.595 -1.463
C -5.978 1.321 -0.737
C -5.661 1.768 0.543
C -4.421 1.483 1.090
C -3.479 0.761 0.366
H -3.146 1.091 -3.343
H -1.835 0.062 -3.950
H -1.242 1.741 -1.515
H -1.371 2.604 -3.044
H 0.397 1.176 -4.042
H 0.494 0.230 -2.569
H 0.955 3.238 -2.457
H 2.250 2.122 -2.974
H 2.078 4.718 -0.689
H 0.858 6.519 0.486
H -1.067 5.963 1.942
H -1.721 3.597 2.267
H -0.458 1.790 1.113
H -5.297 0.229 -2.455
H -6.953 1.531 -1.161
H -6.393 2.322 1.117
H -4.180 1.805 2.096
H -2.519 0.495 0.790
Br -1.014 -7.963 -1.283
C -0.256 -6.456 -0.399
C 0.265 -6.572 0.865
Br 0.304 -8.250 1.763
C 0.791 -5.421 1.498
Br 1.499 -5.502 3.264
C 0.813 -4.172 0.896
O 1.236 -3.097 1.504
C 0.358 -4.064 -0.501
O 0.486 -2.940 -1.125
C -0.211 -5.210 -1.059
Br -0.953 -4.978 -2.800
Se 3.868 2.751 2.879
N 5.288 1.671 2.969
C 4.887 0.515 2.508
C 5.717 -0.659 2.373
C 5.140 -1.758 1.869
C 3.732 -1.758 1.480
N 2.944 -0.741 1.572
C 3.500 0.420 2.084
N 2.789 1.511 2.210
H 6.757 -0.616 2.669
H 5.696 -2.675 1.730
H 3.282 -2.666 1.095
S 4.071 0.172 -1.986
C 3.712 0.157 -3.631
N 3.484 0.183 -4.773
```

Atom charges from the Löwdin analysis, given in e for atoms 1 to 6: 1.40, -0.34, 0.69, -0.30, -0.50, -0.35



--- b ---
C28H21Br4CaClN4O8S3Se | ωB97M-V/def2-TZVPD

Calculated values
- HOMO (eV) = -2.078
- gap between HOMO and LUMO (eV) = 5.602
- total charge = -2

XYZ file:
```
71
C28H21Br4CaClN4O8S3Se (ωB97M-V/def2-TZVPD)
Ca -0.768 0.506 -0.991
O 2.932 1.668 -0.945
Cl 1.822 1.985 -1.793
O 2.155 3.026 -2.701
O 1.354 0.802 -2.492
O 0.682 2.407 -0.953
O 0.996 -0.563 0.140
S 1.412 -1.968 -0.203
C 0.260 -3.063 0.740
C -0.858 -2.290 1.427
C -0.388 -1.547 2.678
C -1.462 -0.690 3.346
S -1.630 0.971 2.631
O -1.497 0.745 1.150
C -0.033 1.625 3.146
C 0.132 1.964 4.485
C 1.335 2.505 4.910
C 2.359 2.727 3.995
C 2.174 2.412 2.658
C 0.973 1.859 2.227
C 2.878 -2.210 0.800
C 3.524 -3.440 0.776
C 4.679 -3.615 1.522
C 5.189 -2.561 2.272
C 4.547 -1.332 2.267
C 3.388 -1.146 1.524
H 0.861 -3.614 1.465
H -0.139 -3.746 -0.009
H -1.653 -2.997 1.680
H -1.322 -1.605 0.724
H 0.481 -0.931 2.435
H -0.052 -2.283 3.417
H -1.246 -0.519 4.403
H -2.459 -1.123 3.264
H -0.676 1.811 5.192
H 1.469 2.764 5.953
H 3.297 3.156 4.327
H 2.954 2.594 1.929
H 0.837 1.622 1.184
H 3.128 -4.250 0.175
H 5.187 -4.571 1.511
H 6.093 -2.699 2.851
H 4.948 -0.505 2.841
H 2.879 -0.192 1.484
Br 0.708 -1.053 -7.727
C 0.183 -1.292 -5.922
C 0.484 -2.469 -5.262
Br 1.387 -3.874 -6.159
C 0.139 -2.629 -3.923
Br 0.509 -4.232 -2.973
C -0.549 -1.645 -3.193
O -0.827 -1.722 -1.942
C -0.941 -0.489 -3.953
O -1.659 0.374 -3.167
C -0.516 -0.269 -5.245
Br -0.693 1.415 -6.067
Se -4.543 2.163 -5.963
N -4.699 3.202 -4.533
C -4.047 3.079 -3.386
C -4.428 4.044 -2.410
C -3.941 4.043 -1.139
C -3.023 3.021 -0.812
N -2.584 2.114 -1.635
C -3.033 2.098 -2.960
N -2.587 1.235 -3.819
H -5.158 4.768 -2.753
H -4.248 4.756 -0.388
H -2.642 2.950 0.203
S -4.915 0.367 2.813
C -4.658 -1.254 2.514
N -4.459 -2.393 2.361
```

Atom charges from the Löwdin analysis, given in e for atoms 1 to 6: 1.45, -0.33, 0.67, -0.30, -0.37, -0.46



Which of them is most stable? Easy: a.